{"formula": "C29H23Br2I2N8OTi", "method": "wB97M-V/def2-TZVPD", "s_squared": 2.0161, "de_lowest_kcal_mol": 0.00, "total_charge": 1, "multiplicity": 3, "e_tot_ha": -8225.08194, "orbital_gap_ev": [5.15, 7.27], "elements": ["Ti", "I", "C", "C", "C", "I", "C", "O", "C", "C", "N", "C", "C", "C", "C", "C", "C", "N", "C", "H", "H", "H", "H", "H", "H", "H", "H", "H", "H", "H", "Br", "C", "C", "C", "N", "C", "C", "C", "C", "C", "Br", "C", "C", "N", "H", "H", "H", "H", "H", "H", "N", "C", "C", "N", "C", "C", "N", "C", "C", "N", "H", "H", "H", "H", "H", "H"], "positions_angstrom": [[0.187, 0.139, 0.110], [2.319, -5.142, -4.900], [2.142, -3.483, -3.650], [2.184, -2.203, -4.187], [2.035, -1.104, -3.358], [2.123, 0.822, -4.142], [1.827, -1.256, -1.980], [1.633, -0.225, -1.184], [1.816, -2.559, -1.457], [1.564, -2.712, 0.013], [0.233, -2.148, 0.378], [-0.849, -2.783, -0.399], [-1.112, -2.039, -1.685], [-1.501, -2.701, -2.838], [-1.743, -1.965, -3.986], [-1.584, -0.588, -3.949], [-1.185, -0.004, -2.763], [-0.963, -0.708, -1.648], [1.972, -3.660, -2.287], [2.332, -2.059, -5.248], [2.311, -2.172, 0.600], [1.609, -3.769, 0.287], [0.076, -2.336, 1.362], [-1.757, -2.773, 0.207], [-0.616, -3.827, -0.624], [-1.583, -3.779, -2.839], [-2.033, -2.462, -4.902], [-1.735, 0.024, -4.826], [-1.004, 1.062, -2.699], [1.951, -4.658, -1.866], [4.898, 4.102, 2.998], [3.642, 3.043, 2.078], [4.045, 1.804, 1.544], [3.096, 1.058, 0.897], [1.813, 1.435, 0.768], [1.441, 2.661, 1.229], [2.361, 3.483, 1.916], [0.097, 3.027, 0.925], [-0.502, 4.242, 1.321], [-1.762, 4.536, 0.899], [-2.600, 6.139, 1.420], [-2.454, 3.634, 0.053], [-1.833, 2.467, -0.268], [-0.595, 2.109, 0.158], [5.064, 1.459, 1.626], [3.349, 0.108, 0.445], [2.065, 4.450, 2.293], [0.037, 4.935, 1.950], [-3.438, 3.862, -0.328], [-2.341, 1.747, -0.897], [-0.923, 0.378, 4.362], [0.421, 0.508, 4.633], [1.061, 0.328, 3.447], [0.136, 0.085, 2.458], [-1.043, 0.125, 3.044], [-2.212, -0.081, 2.220], [-2.028, -0.288, 0.934], [-3.282, -0.447, 0.394], [-4.220, -0.333, 1.372], [-3.524, -0.099, 2.535], [-1.665, 0.479, 5.034], [0.789, 0.716, 5.621], [2.117, 0.373, 3.243], [-3.430, -0.627, -0.657], [-5.293, -0.393, 1.349], [-3.935, 0.041, 3.442]]}


{"formula": "C10H16O", "method": "wB97M-V/def2-TZVPD", "de_lowest_kcal_mol": 24.30, "total_charge": 0, "smiles": "CCc1ccc(O)cc1.CC", "e_tot_ha": -465.85908, "orbital_gap_ev": 9.29, "elements": ["C", "C", "C", "C", "C", "C", "C", "C", "O", "H", "H", "H", "H", "H", "H", "H", "H", "H", "H", "C", "C", "H", "H", "H", "H", "H", "H"], "positions_angstrom": [[-2.240, -1.063, -0.712], [-1.990, -2.160, -1.737], [-1.368, 0.168, -0.748], [-0.205, 0.233, -1.503], [-1.646, 1.174, 0.179], [0.772, 1.230, -1.317], [-0.756, 2.227, 0.276], [0.434, 2.239, -0.428], [1.254, 3.308, -0.151], [-3.275, -0.714, -0.817], [-2.211, -1.518, 0.280], [-0.936, -2.338, -1.953], [0.062, -0.539, -2.209], [-2.506, 1.091, 0.829], [1.696, 1.071, -1.853], [-0.891, 3.039, 0.981], [1.903, 3.421, -0.824], [-2.431, -2.024, -2.727], [-2.404, -3.108, -1.396], [1.381, -0.961, 2.012], [2.789, -0.409, 1.980], [1.371, -2.056, 2.004], [0.753, -0.633, 2.836], [0.882, -0.802, 1.047], [2.878, 0.579, 1.532], [3.473, -1.059, 1.431], [3.210, -0.396, 2.989]]}


{"formula": "C3H4S", "method": "wB97M-V/def2-TZVPD", "de_lowest_kcal_mol": 82.70, "total_charge": 0, "e_tot_ha": -514.71074, "orbital_gap_ev": [7.94, 8.44], "elements": ["C", "C", "C", "S", "H", "H", "H", "H"], "positions_angstrom": [[-0.493, 0.642, -0.539], [-0.866, -0.474, -1.051], [1.084, 0.389, 1.203], [0.594, 1.638, 0.211], [-1.790, -0.520, -1.700], [-0.188, -1.305, -0.991], [0.658, 0.130, 2.164], [1.002, -0.499, 0.703]]}


{"formula": "C23H26N2O6", "method": "wB97M-V/def2-TZVPD", "de_lowest_kcal_mol": 99.65, "total_charge": 0, "smiles": "CCOc1ccc(OCC)c(NC(=O)[C@@H]2[C@@H](C(=O)NCc3ccco3)[C@H]3C=C[C@@H]2O3)c1", "e_tot_ha": -1452.96087, "orbital_gap_ev": 8.22, "elements": ["C", "C", "O", "C", "C", "C", "C", "C", "C", "H", "H", "O", "C", "C", "H", "H", "H", "H", "H", "N", "C", "O", "C", "H", "C", "C", "O", "N", "H", "C", "C", "C", "C", "C", "O", "H", "H", "H", "H", "H", "H", "C", "C", "C", "H", "C", "H", "O", "H", "H", "H", "H", "H", "H", "H", "H", "H"], "positions_angstrom": [[5.363, 2.205, 1.565], [5.495, 1.909, 0.075], [5.380, 0.531, -0.225], [4.156, -0.062, -0.213], [2.948, 0.597, -0.014], [1.759, -0.115, -0.043], [1.754, -1.502, -0.262], [2.963, -2.146, -0.470], [4.148, -1.436, -0.448], [5.089, -1.937, -0.610], [2.992, -3.210, -0.646], [0.523, -2.121, -0.190], [0.250, -3.187, -1.083], [0.140, -2.707, -2.524], [-0.109, -3.542, -3.172], [1.084, -2.275, -2.850], [-0.640, -1.953, -2.603], [-0.708, -3.585, -0.738], [1.006, -3.976, -0.990], [0.507, 0.484, 0.113], [0.191, 1.762, 0.427], [0.978, 2.635, 0.721], [-1.325, 1.962, 0.403], [-1.744, 1.318, 1.183], [-1.935, 1.684, -0.989], [-2.640, 0.352, -1.133], [-2.333, -0.437, -2.004], [-3.612, 0.092, -0.228], [-3.763, 0.745, 0.525], [-4.078, -1.263, -0.035], [-3.120, -2.030, 0.833], [-3.022, -3.352, 1.143], [-1.892, -3.477, 1.991], [-1.387, -2.225, 2.129], [-2.126, -1.339, 1.436], [-0.539, -1.843, 2.661], [-1.513, -4.378, 2.427], [-3.670, -4.137, 0.810], [-4.136, -1.740, -1.018], [-5.078, -1.242, 0.409], [-1.146, 1.704, -1.748], [-2.767, 2.997, -1.190], [-3.855, 3.032, -0.137], [-3.231, 3.332, 0.996], [-3.612, 3.423, 1.994], [-1.769, 3.445, 0.615], [-1.104, 4.037, 1.233], [-1.845, 3.950, -0.703], [-4.891, 2.834, -0.329], [-3.055, 3.200, -2.218], [-0.245, -0.177, -0.052], [2.894, 1.658, 0.158], [6.499, 2.173, -0.269], [4.767, 2.493, -0.502], [5.549, 3.261, 1.744], [6.089, 1.618, 2.123], [4.368, 1.959, 1.925]]}


{"formula": "C26H49CrF3NO21", "method": "wB97M-V/def2-TZVPD", "s_squared": 6.0051, "total_charge": 1, "multiplicity": 5, "e_tot_ha": -3998.75481, "orbital_gap_ev": [7.70, 7.69], "elements": ["Cr", "C", "C", "O", "H", "H", "H", "H", "H", "C", "C", "O", "C", "O", "C", "F", "F", "F", "H", "H", "H", "H", "H", "C", "O", "C", "O", "O", "C", "H", "H", "H", "H", "H", "H", "C", "O", "C", "O", "O", "C", "H", "H", "H", "H", "H", "H", "C", "O", "C", "O", "O", "C", "H", "H", "H", "H", "H", "H", "C", "O", "C", "O", "O", "C", "H", "H", "H", "H", "H", "H", "C", "O", "C", "O", "O", "C", "H", "H", "H", "H", "H", "H", "C", "O", "C", "O", "O", "C", "H", "H", "H", "H", "H", "H", "C", "C", "N", "H", "H", "H"], "positions_angstrom": [[1.529, -1.190, 0.843], [-0.988, 1.122, -1.651], [-1.180, 0.653, -0.286], [-0.197, -0.158, 0.263], [-1.758, 1.842, -1.930], [-0.949, 0.306, -2.379], [-0.041, 1.643, -1.831], [-2.079, 0.018, -0.260], [-1.401, 1.501, 0.375], [-7.212, -0.768, -0.348], [-5.764, -1.111, 0.002], [-4.982, 0.094, 0.140], [-5.268, 0.943, 1.146], [-6.026, 0.735, 2.037], [-4.542, 2.299, 1.007], [-3.513, 2.301, 1.905], [-3.985, 2.529, -0.168], [-5.346, 3.282, 1.392], [-7.678, -1.733, -0.548], [-7.203, -0.054, -1.170], [-7.784, -0.304, 0.454], [-5.329, -1.713, -0.794], [-5.655, -1.712, 0.907], [3.548, 2.035, -1.217], [3.894, 0.936, -2.042], [3.440, -0.247, -1.717], [2.701, -0.448, -0.756], [3.742, -1.117, -2.642], [3.375, -2.481, -2.541], [3.747, 1.854, -0.159], [2.468, 2.194, -1.234], [4.095, 2.914, -1.542], [4.245, -3.073, -2.822], [2.609, -2.695, -3.286], [3.048, -2.795, -1.552], [-0.987, -2.874, -2.307], [-0.559, -4.164, -1.769], [0.443, -4.060, -0.892], [0.847, -3.006, -0.427], [0.750, -5.309, -0.488], [1.707, -5.461, 0.564], [-0.090, -2.467, -2.775], [-1.395, -2.268, -1.503], [-1.644, -3.071, -3.150], [1.467, -4.863, 1.443], [2.682, -5.057, 0.278], [1.821, -6.520, 0.769], [1.427, -4.062, 4.132], [0.035, -3.983, 3.786], [-0.420, -3.251, 2.757], [0.208, -2.411, 2.153], [-1.645, -3.690, 2.484], [-2.439, -2.876, 1.648], [1.510, -3.719, 5.160], [1.982, -3.415, 3.452], [1.797, -5.081, 4.037], [-3.199, -3.409, 1.074], [-1.947, -2.300, 0.862], [-3.027, -2.223, 2.297], [-0.875, 0.468, 3.569], [-0.488, 0.827, 4.870], [0.538, 0.196, 5.361], [1.221, -0.631, 4.777], [0.741, 0.599, 6.608], [1.989, 0.320, 7.221], [-1.131, -0.592, 3.567], [-0.035, 0.649, 2.899], [-1.705, 1.037, 3.156], [2.449, -0.545, 6.747], [1.845, 0.224, 8.295], [2.661, 1.172, 7.094], [4.245, 0.319, 4.091], [3.569, 1.550, 3.740], [2.599, 1.437, 2.800], [2.296, 0.452, 2.168], [2.079, 2.647, 2.639], [1.111, 2.843, 1.630], [3.560, -0.529, 4.088], [4.651, 0.412, 5.094], [5.021, 0.078, 3.365], [1.500, 2.491, 0.673], [0.970, 3.904, 1.428], [0.161, 2.402, 1.918], [2.155, 2.724, -4.110], [2.218, 2.651, -5.506], [1.420, 3.364, -6.294], [0.707, 4.299, -6.001], [1.602, 2.854, -7.519], [0.920, 3.514, -8.607], [1.730, 3.672, -3.772], [3.164, 2.732, -3.701], [1.629, 1.887, -3.649], [0.891, 2.801, -9.425], [1.394, 4.458, -8.871], [-0.109, 3.760, -8.343], [-1.753, 3.298, -4.254], [-1.180, 4.131, -3.168], [-0.800, 4.819, -2.322], [-2.007, 3.934, -5.098], [-2.691, 2.891, -3.872], [-1.145, 2.421, -4.463]]}


{"formula": "C5H8F2N2O", "method": "wB97M-V/def2-TZVPD", "de_lowest_kcal_mol": 0.00, "total_charge": 0, "smiles": "FC1=NCCC1.N=C=O.F", "e_tot_ha": -579.78929, "orbital_gap_ev": 11.30, "elements": ["C", "C", "C", "C", "C", "N", "N", "O", "F", "F", "H", "H", "H", "H", "H", "H", "H", "H"], "positions_angstrom": [[-2.047, -2.182, -0.118], [1.756, -0.129, -0.433], [0.748, -1.019, 0.409], [1.094, 1.253, -0.513], [-0.182, 0.089, 0.923], [-0.019, 1.221, 0.420], [-2.224, -1.117, -0.660], [-1.651, -3.205, 0.284], [-1.068, -0.193, 1.814], [-1.079, 3.421, -0.244], [2.655, -0.077, 0.269], [2.094, -0.560, -1.275], [0.072, -1.708, -0.173], [1.085, -1.654, 1.310], [1.678, 2.098, -0.117], [0.711, 1.523, -1.590], [-0.659, 2.662, 0.144], [-2.964, -0.422, -0.448]]}